Record 1
C25H34N4OSV | wB97M-V/def2-TZVPD

Values from the calculation:
multiplicity	3
charge	+3
strongest force on any atom	0.0043	Eh/bohr
highest occupied orbital energy (alpha / beta)	-18.526 / -18.517	eV
frontier orbital gap (alpha / beta)	8.710 / 9.174	eV
lowest unoccupied orbital energy (alpha / beta)	-9.8 / -9.3	eV

Each line ends with the natural charge from an NBO analysis.
Positions of all 66 atoms, in Å:
V1 -0.218 0.164 -0.356  1.766
C1 0.595 1.061 2.444  -0.225
C2 -0.462 2.138 2.593  -0.468
C3 -1.237 2.574 1.380  0.259
C4 -1.912 3.788 1.436  -0.210
C5 -2.762 4.168 0.415  -0.068
C6 -2.963 3.295 -0.651  -0.213
C7 -2.261 2.119 -0.655  0.044
N1 -1.374 1.764 0.308  -0.608
N2 0.161 -0.176 1.736  -0.472
C8 1.288 -1.148 1.783  -0.270
C9 2.331 -0.707 0.800  0.227
C10 3.680 -0.955 0.934  -0.214
C11 4.545 -0.488 -0.048  -0.065
C12 4.034 0.221 -1.128  -0.214
C13 2.674 0.427 -1.203  0.079
N3 1.833 -0.035 -0.258  -0.599
C14 -1.050 -0.793 2.317  -0.271
C15 -1.584 -1.799 1.335  0.230
C16 -2.331 -2.898 1.703  -0.213
C17 -2.796 -3.758 0.717  -0.059
C18 -2.484 -3.504 -0.612  -0.222
C19 -1.726 -2.394 -0.911  0.082
N4 -1.286 -1.545 0.041  -0.608
H1 0.947 0.791 3.444  0.238
H2 1.456 1.453 1.899  0.226
H3 0.035 3.011 3.019  0.280
H4 -1.198 1.846 3.349  0.256
H5 -1.771 4.426 2.298  0.262
H6 -3.279 5.118 0.456  0.268
H7 -3.656 3.521 -1.449  0.264
H8 -2.409 1.410 -1.461  0.207
H9 0.919 -2.138 1.504  0.247
H10 1.693 -1.222 2.795  0.249
H11 4.051 -1.494 1.795  0.264
H12 5.609 -0.665 0.036  0.268
H13 4.681 0.612 -1.900  0.267
H14 2.224 0.971 -2.020  0.229
H15 -1.805 -0.023 2.476  0.248
H16 -0.840 -1.254 3.286  0.249
H17 -2.545 -3.081 2.748  0.265
H18 -3.385 -4.626 0.985  0.269
H19 -2.816 -4.161 -1.403  0.269
H20 -1.435 -2.168 -1.927  0.217
C20 1.787 2.004 -4.541  -0.613
C21 0.484 1.895 -5.318  -0.423
C22 -0.776 1.821 -4.466  -0.568
S1 -1.206 0.334 -3.538  1.211
O1 -0.236 0.255 -2.301  -1.050
C23 -0.785 -1.030 -4.645  -0.572
C24 0.658 -1.522 -4.720  -0.424
C25 1.071 -2.441 -3.575  -0.608
H21 2.614 2.200 -5.222  0.258
H22 2.018 1.082 -4.006  0.179
H23 1.750 2.828 -3.824  0.213
H24 0.514 1.064 -6.025  0.224
H25 0.357 2.790 -5.930  0.260
H26 -1.675 1.937 -5.080  0.274
H27 -0.808 2.607 -3.705  0.250
H28 -1.144 -0.647 -5.606  0.276
H29 -1.464 -1.835 -4.354  0.250
H30 1.352 -0.690 -4.821  0.221
H31 0.721 -2.080 -5.657  0.260
H32 1.116 -1.916 -2.618  0.184
H33 2.058 -2.856 -3.772  0.252
H34 0.384 -3.285 -3.481  0.216


Record 2
C23H29F5NO2P2SYb | wB97M-V/def2-TZVPD

Values from the calculation:
multiplicity	2
charge	0
strongest force on any atom	0.1008	Eh/bohr
highest occupied orbital energy (alpha / beta)	-5.940 / -5.941	eV
energy above the lowest of the compared OMol25 structures with the same formula, charge and spin	0.0	kJ/mol
frontier orbital gap (alpha / beta)	5.897 / 5.210	eV
lowest unoccupied orbital energy (alpha / beta)	0.0 / -0.7	eV

Each line ends with the natural charge from an NBO analysis.
Positions of all 64 atoms, in Å:
C1 -0.745 3.534 -2.280  -0.310
C2 -0.992 2.242 -1.726  0.334
N1 -0.160 1.767 -0.718  -0.687
C3 0.785 2.579 -0.216  0.251
C4 1.006 3.876 -0.690  -0.366
C5 0.238 4.348 -1.753  -0.152
C6 -2.089 1.479 -2.192  -0.837
P1 -2.611 -0.080 -1.525  0.785
Yb1 -0.667 -0.294 0.546  0.959
P2 2.117 0.295 0.818  0.797
C7 1.584 2.069 0.977  -0.733
C8 0.364 -2.776 0.109  -0.406
C9 -0.916 -3.281 0.507  -0.171
C10 -1.122 -4.672 0.489  -0.206
C11 -0.116 -5.538 0.018  -0.252
C12 1.087 -5.024 -0.515  -0.205
C13 1.314 -3.648 -0.524  -0.192
O1 -1.077 2.195 -6.617  -0.933
O2 1.384 -0.541 -4.832  -0.932
H1 -1.375 3.843 -3.115  0.217
H2 1.786 4.471 -0.220  0.207
H3 0.408 5.346 -2.155  0.213
C14 -4.258 0.346 -0.811  -0.925
C15 -3.113 -0.937 -3.066  -0.917
H4 2.497 2.673 1.096  0.238
H5 0.970 2.185 1.892  0.270
H6 -1.368 1.513 -7.170  0.459
H7 -2.634 1.910 -3.040  0.220
C16 3.033 0.145 2.396  -0.930
C17 3.511 0.554 -0.347  -0.918
H8 -1.752 -2.621 0.812  0.206
H9 -2.072 -5.086 0.851  0.227
H10 -0.268 -6.616 0.056  0.218
H11 1.842 -5.709 -0.913  0.224
H12 2.236 -3.223 -0.933  0.216
H13 0.525 -1.583 -0.018  0.177
H14 0.780 -1.234 -5.148  0.469
H15 2.075 -1.003 -4.417  0.464
H16 -0.217 1.878 -6.293  0.474
H17 0.891 -1.953 0.723  0.244
H18 -5.009 0.383 -1.612  0.223
H19 -4.534 -0.428 -0.079  0.216
H20 -4.192 1.314 -0.298  0.254
H21 -4.123 -0.630 -3.369  0.227
H22 -2.392 -0.699 -3.860  0.245
H23 -3.100 -2.019 -2.880  0.223
H24 4.317 1.128 0.134  0.233
H25 3.902 -0.426 -0.655  0.232
H26 3.169 1.085 -1.246  0.262
H27 3.970 0.722 2.351  0.235
H28 2.426 0.496 3.240  0.247
H29 3.266 -0.917 2.558  0.240
F1 1.373 -0.384 6.844  -0.289
C18 0.658 0.064 5.794  0.233
C19 0.446 1.436 5.619  0.322
F2 0.975 2.312 6.500  -0.296
C20 -0.277 1.898 4.525  0.287
F3 -0.370 3.225 4.290  -0.293
C21 -0.858 1.014 3.579  -0.255
S1 -1.746 1.554 2.213  -0.271
C22 -0.570 -0.344 3.790  0.262
F4 -0.795 -1.212 2.702  -0.330
C23 0.152 -0.841 4.856  0.284
F5 0.432 -2.162 4.949  -0.291


Record 3
C4H7N3 | wB97M-V/def2-TZVPD

Values from the calculation:
charge	0
strongest force on any atom	0.0819	Eh/bohr
highest occupied orbital energy	-7.973	eV
energy above the lowest of the compared OMol25 structures with the same formula, charge and spin	287.7	kJ/mol
frontier orbital gap	8.795	eV
lowest unoccupied orbital energy	0.8	eV

Each line ends with the natural charge from an NBO analysis.
Positions of all 14 atoms, in Å:
C1 -0.483 1.369 1.082  -0.341
C2 0.399 0.365 1.015  -0.240
C3 1.010 -0.236 -0.275  0.344
N1 2.351 -0.513 -0.344  -0.807
N2 0.183 -0.968 -0.941  -0.321
N3 -1.027 -1.110 -0.446  -0.230
C4 -2.117 -0.707 -0.942  -0.118
H1 -0.631 1.912 2.000  0.201
H2 -1.170 1.570 0.283  0.197
H3 1.042 0.178 1.869  0.200
H4 2.680 -0.923 -1.205  0.403
H5 2.975 0.100 0.155  0.388
H6 -3.036 -1.076 -0.520  0.179
H7 -2.175 0.039 -1.732  0.146


Record 4
C4H7NO | wB97M-V/def2-TZVPD

Values from the calculation:
charge	0
strongest force on any atom	0.0106	Eh/bohr
highest occupied orbital energy	-7.556	eV
energy above the lowest of the compared OMol25 structures with the same formula, charge and spin	561.3	kJ/mol
frontier orbital gap	8.397	eV
lowest unoccupied orbital energy	0.8	eV

Each line ends with the natural charge from an NBO analysis.
Positions of all 13 atoms, in Å:
O1 -2.651 -1.009 0.362  -0.572
C1 -1.510 -1.015 -0.046  0.237
C2 -0.489 0.816 0.907  -0.332
N1 0.539 0.714 0.090  -0.193
C3 0.996 0.729 -1.121  -0.166
C4 1.747 -0.089 -0.164  -0.210
H1 -0.735 -1.700 0.366  0.098
H2 -0.415 0.469 1.926  0.215
H3 -1.306 1.454 0.601  0.217
H4 0.707 1.042 -2.107  0.237
H5 -1.181 -0.519 -0.989  0.100
H6 1.621 -1.177 -0.101  0.184
H7 2.676 0.285 0.275  0.186